Entry from the Open Molecules 2025 dataset: the molecule C4H11NS at a distorted geometry (the ωB97M-V functional and the def2-TZVPD basis).

## Properties
Maximum force (eV Å⁻¹): 1.5
Lowest unoccupied orbital energy (eV): 1.0
SMILES: CNCCCS
ΔE to the lowest compared entry with this formula, charge and spin (eV): 0.810
Orbital gap (eV): 9.270

Each line ends with the Löwdin charge.
Cartesian coordinates (Å):
S -2.48013 -0.91373 0.66446  0.68
N 0.65771 0.81866 0.66092  -0.15
C 0.90658 -0.10431 -0.43143  -0.26
C -1.21279 -1.58643 -0.51089  -0.53
C 0.30671 -1.46467 -0.15091  -0.24
C 0.68451 2.23627 0.42769  -0.14
H -1.89631 0.25768 0.80823  -0.20
H 0.40091 -1.73767 0.90067  0.11
H 2.00355 -0.13259 -0.59432  0.11
H 0.09292 0.47093 1.39736  0.07
H -1.44398 -1.09593 -1.45212  0.05
H -1.39116 -2.65437 -0.60871  0.06
H 0.60343 0.35086 -1.37881  0.11
H 1.70877 2.55135 0.23604  0.07
H 0.12022 2.52676 -0.47857  0.07
H 0.78949 -2.25465 -0.72113  0.10
H 0.14957 2.73186 1.23148  0.08

Entry from the Open Molecules 2025 dataset: the molecule C25H28O4 (the ωB97M-V functional and the def2-TZVPD basis).

## Properties
Maximum force (eV Å⁻¹): 0.8
Lowest unoccupied orbital energy (eV): -0.3
SMILES: CC(C)=CCC/C(C)=C/Cc1c(O)ccc(C(=O)/C=C/c2ccc(O)cc2)c1O
ΔE to the lowest compared entry with this formula, charge and spin (eV): 0.104
Orbital gap (eV): 7.917

Each line ends with the Löwdin charge.
Cartesian coordinates (Å):
O -2.20517 2.72445 1.08804  0.09
O -0.32216 -0.25517 -2.08754  0.08
O 2.05787 -1.05472 -1.70329  0.04
O 9.88682 -0.48698 1.11711  0.06
C -7.90127 -2.27158 0.75598  -0.35
C 1.09766 1.28078 0.90848  -0.03
C -5.90226 0.51583 0.55264  -0.16
C 6.36591 0.30010 0.78815  -0.01
C 8.16915 -1.56808 -0.17588  -0.02
C 3.51559 0.00798 -0.20976  0.00
C 8.59967 -0.57869 0.70317  -0.32
C -3.70374 0.67678 -0.53712  -0.07
C -1.17721 1.98717 0.61595  -0.26
C -8.98358 -2.89155 1.58970  -0.07
C -1.27866 1.23632 -0.55112  -0.09
C 0.01489 1.99605 1.34765  -0.01
C 7.68283 0.35651 1.18225  0.00
C -6.85989 -3.23866 0.26811  -0.06
C 2.18907 -0.23692 -0.77976  -0.32
C -2.56327 1.21990 -1.34937  -0.11
C -4.87134 1.25143 -0.26127  -0.31
C -0.17982 0.48161 -0.98081  -0.20
C -6.89000 -0.24312 -0.35396  -0.19
C -5.30053 2.61487 -0.72075  -0.04
C -7.90549 -0.97619 0.46642  -0.10
C 1.04450 0.51911 -0.26655  -0.09
C 5.91560 -0.68830 -0.09535  -0.22
C 4.54557 -0.78933 -0.53956  -0.01
C 6.84775 -1.61886 -0.56521  -0.03
H -9.75080 -2.16583 1.84679  0.07
H 1.99392 1.28915 1.50684  0.11
H -9.44778 -3.71554 1.04836  0.08
H -6.28987 2.55642 -1.17146  0.08
H 4.32972 -1.60914 -1.21553  0.12
H -7.40401 0.47180 -1.00089  0.11
H 3.64218 0.85236 0.44527  0.09
H -4.62385 3.04676 -1.45258  0.07
H -6.33184 -0.92766 -0.99234  0.11
H -2.99744 2.54973 0.55895  0.07
H -3.51295 -0.31321 -0.14115  0.13
H 5.67485 1.03395 1.17160  0.11
H 10.41608 -1.18746 0.71596  0.11
H -6.45992 1.22071 1.17294  0.12
H -8.56486 -3.29572 2.51156  0.08
H -2.77308 2.22522 -1.72369  0.12
H -2.40500 0.56888 -2.21161  0.12
H -5.88937 -2.76467 0.15452  0.07
H -6.76017 -4.06608 0.96724  0.08
H 0.05273 2.57441 2.25631  0.12
H -5.37127 3.29237 0.13210  0.09
H -8.69273 -0.35351 0.87288  0.11
H 8.87608 -2.29659 -0.55144  0.11
H -5.41609 -0.20542 1.21216  0.12
H 8.03149 1.11680 1.86300  0.12
H 0.53191 -0.75207 -2.21358  0.08
H 6.52495 -2.39095 -1.24825  0.12
H -7.15342 -3.65124 -0.69792  0.09

- ΔE to the lowest compared entry with this formula, charge and spin of number 1 (C4H11NS)?
  0.810 eV